[1]
74
Properties=species:S:1:pos:R:3:forces:R:3:mulliken_charge:R:1 method="wB97M-V/def2-TZVPD" lumo_ev=-10.48 orbital_gap_ev=6.1 multiplicity=1 total_charge=+3 homo_energy_ev=-16.56
Se 0.453 0.321 -2.222 0.9 1.4 -0.5 0.035
Ga 0.146 -0.742 0.218 -0.6 -2.0 2.1 1.410
P -2.020 -1.431 -1.332 -0.5 0.4 -0.6 0.382
P 1.223 -3.018 -0.072 0.5 -0.7 -0.5 0.904
P -1.517 -0.928 2.110 -0.4 0.1 0.7 0.857
N 1.644 0.044 1.842 -0.5 -1.1 -0.8 0.005
N 2.905 -0.016 3.648 -0.1 0.0 -0.2 0.005
C 1.902 1.544 -4.458 0.0 -0.5 0.3 -0.372
C 1.012 4.159 -4.016 0.0 -0.3 0.1 -0.571
C -0.999 -0.271 3.730 0.4 0.1 -0.1 -1.361
C -3.071 0.064 -1.525 0.1 0.0 0.1 -1.100
C -3.120 -0.079 1.869 -0.1 0.2 -0.3 -0.978
C -2.623 3.645 0.473 0.4 0.0 -0.7 -0.695
C -3.247 -2.700 -0.833 0.2 -0.2 0.2 -1.381
C 2.947 1.306 3.190 -0.7 -0.3 0.5 0.549
C 1.746 3.863 -5.172 0.0 -0.5 0.3 -0.493
C 0.684 3.148 -3.104 -0.2 0.2 0.1 0.241
C 2.142 1.332 2.050 -0.2 0.1 0.4 0.531
C 3.371 2.454 3.840 0.3 0.7 -0.2 -0.909
C 3.018 3.680 3.255 0.3 -0.6 0.3 -0.538
C 1.116 1.840 -3.328 0.2 0.1 0.1 0.286
C -1.964 -2.654 2.549 0.2 0.0 -0.3 -1.368
C -0.001 -4.373 -0.184 -0.3 0.2 0.1 -1.190
C -1.849 3.767 -0.623 -0.5 0.2 0.8 -0.378
C 2.196 2.547 -5.384 -0.3 0.2 0.1 -0.685
C 1.773 2.552 1.476 0.2 0.3 0.1 -0.195
C 2.402 -3.649 1.177 0.0 0.5 0.3 -1.355
C -1.762 -1.931 -3.084 0.4 -0.1 0.1 -1.351
C 2.120 -0.728 2.825 0.2 0.8 -0.4 -0.809
C 2.161 -3.156 -1.643 0.0 0.4 0.0 -1.324
C 2.218 3.728 2.096 -0.1 -0.7 -0.4 -0.741
H -0.493 0.692 3.612 -0.1 -0.1 0.1 0.329
H 0.680 5.183 -3.830 0.0 -0.4 0.0 0.437
H -0.770 3.939 -0.531 -0.4 -0.2 0.1 0.143
H -3.717 3.617 0.400 0.5 -0.1 0.0 0.314
H 1.467 -3.128 -2.497 0.2 0.0 0.3 0.316
H -1.897 -0.130 4.343 0.2 -0.1 -0.1 0.581
H 3.331 -0.364 4.496 0.1 0.0 -0.1 0.252
H 1.143 2.536 0.585 0.1 0.3 0.2 0.055
H 3.258 -2.966 1.260 -0.2 -0.2 0.0 0.410
H -2.754 -2.003 -3.555 0.3 0.0 0.1 0.515
H -3.578 -0.003 -2.495 0.0 0.1 0.2 0.514
H -3.543 0.149 2.858 0.1 -0.1 -0.3 0.588
H 2.772 2.302 -6.282 -0.2 0.1 0.4 0.398
H -0.329 -0.978 4.234 -0.1 0.2 -0.1 0.372
H 3.359 4.617 3.702 -0.2 -0.4 -0.1 0.418
H 1.928 -1.791 2.970 0.1 0.5 -0.1 0.523
H -2.272 3.844 -1.629 0.1 0.0 0.4 0.316
H 0.069 3.366 -2.237 0.2 0.1 -0.2 0.014
H -3.941 -2.832 -1.674 0.1 0.1 0.2 0.495
H 2.740 -4.097 -1.663 -0.3 0.4 0.1 0.477
H 2.846 -2.297 -1.730 -0.1 -0.4 0.0 0.382
H -2.468 0.978 -1.496 -0.2 -0.1 0.0 0.104
H -1.265 -2.911 -3.128 -0.2 0.2 -0.1 0.303
H -3.825 0.110 -0.733 0.2 0.0 -0.3 0.451
H 2.774 -4.644 0.887 -0.3 0.3 0.0 0.540
H -2.751 -3.659 -0.633 -0.2 0.2 -0.1 0.326
H 0.524 -5.339 -0.135 -0.1 0.3 -0.1 0.568
H -0.704 -4.311 0.657 0.2 -0.1 -0.2 0.263
H 1.950 4.700 1.681 0.1 -0.3 0.1 0.435
H 2.243 0.522 -4.621 0.1 0.3 0.0 0.430
H -0.560 -4.320 -1.127 0.2 0.0 0.2 0.321
H -2.974 0.868 1.330 -0.1 -0.2 0.2 0.031
H -2.553 -2.625 3.477 0.1 0.0 -0.2 0.524
H -1.052 -3.237 2.731 -0.2 0.1 0.0 0.347
H -3.820 -2.398 0.050 0.1 -0.1 -0.2 0.389
H -1.150 -1.200 -3.634 -0.4 -0.3 0.1 0.445
H 1.902 -3.715 2.154 0.2 -0.2 -0.3 0.383
H 1.960 4.643 -5.906 0.0 -0.3 0.3 0.421
H -3.839 -0.704 1.324 0.3 0.2 0.2 0.358
H 1.093 0.421 -0.588 0.1 0.6 -1.7 0.053
H 3.945 2.363 4.763 -0.1 0.3 -0.2 0.420
H -2.555 -3.142 1.764 0.2 0.1 0.2 0.289
H -2.179 3.629 1.474 -0.2 0.1 -0.3 0.338

---

[2]
74
Properties=species:S:1:pos:R:3:forces:R:3:mulliken_charge:R:1 method="wB97M-V/def2-TZVPD" lumo_ev="-8.74 / -11.98" orbital_gap_ev="6.2 / 4.7" multiplicity=5 total_charge=+3 homo_energy_ev="-14.98 / -16.73"
Ir 0.108 -0.530 0.169 -0.1 -1.0 -2.6 0.954
S -0.360 0.454 -2.098 0.4 -1.6 -0.1 -0.144
P -1.632 -1.990 0.175 -2.8 -2.1 0.9 1.471
P -1.358 1.070 1.178 -0.6 1.7 1.9 0.914
P 1.749 -1.747 1.175 1.7 -0.6 0.2 0.850
N 1.655 1.216 0.140 0.3 1.7 -0.5 0.456
N 3.053 2.814 -0.458 -0.3 -0.1 0.4 -0.082
C 2.240 1.815 -0.897 0.4 0.6 1.0 -1.012
C -0.380 -0.538 -3.517 1.1 -0.1 -0.1 0.940
C 0.147 -1.847 -3.795 -0.7 -1.5 -0.4 -0.633
C -1.064 3.038 -3.116 -0.5 0.7 0.7 -0.736
C -1.673 -2.139 -5.423 -0.7 -1.1 -0.4 -0.410
C -1.226 0.504 2.929 0.0 0.1 0.0 -1.855
C -0.909 2.833 1.260 0.0 0.3 0.0 -0.822
C 2.624 -2.611 -0.216 -0.4 -0.3 0.3 -1.088
C -3.233 -1.432 -0.562 -0.4 -0.2 -0.6 -1.236
C -3.200 1.206 1.095 0.0 -0.3 -0.6 -1.507
C -1.459 3.693 -2.002 0.6 -1.3 0.2 -0.640
C 1.182 -2.880 2.464 -0.2 -0.3 -0.1 -1.175
C -1.381 -3.782 -0.262 0.3 0.2 -0.4 -1.291
C 3.198 3.431 3.270 0.4 0.2 -0.8 -0.939
C -1.080 0.033 -4.604 -1.3 0.6 -0.7 -0.847
C 3.151 -0.995 2.040 0.1 0.4 0.0 -1.400
C -0.611 -2.663 -4.668 1.7 -0.3 1.0 -0.335
C -1.840 -0.770 -5.434 0.4 0.9 0.2 -0.629
C 2.322 2.400 3.637 -0.4 -0.3 -0.6 -1.336
C 3.537 3.679 1.922 0.1 0.3 0.7 -0.829
C -2.233 -2.358 1.880 0.0 0.1 0.5 -1.611
C 1.745 1.624 2.639 0.0 -0.3 0.0 0.161
C 2.958 2.878 0.940 -0.2 -0.5 0.1 0.451
C 2.077 1.856 1.303 0.4 0.3 -0.3 -0.507
H -3.462 2.135 1.619 0.1 -0.3 -0.1 0.596
H -3.622 -2.090 -1.357 0.4 0.0 0.3 0.502
H 1.973 -3.396 -0.621 0.5 -0.1 0.1 0.291
H 1.052 0.815 2.861 0.4 0.3 0.1 0.764
H -2.231 0.273 3.291 0.3 0.0 0.1 0.579
H 0.496 -3.634 2.072 0.1 0.0 0.1 0.338
H -2.676 -3.363 1.891 0.0 0.4 -0.1 0.581
H -0.076 2.995 1.952 -0.3 0.0 -0.2 0.325
H -2.397 3.560 -1.435 0.0 1.0 -1.2 0.320
H -0.352 -3.966 -0.548 0.1 -0.1 -0.3 0.195
H 2.058 1.584 -1.953 0.3 0.1 0.6 0.729
H 2.829 -0.462 2.939 0.2 -0.2 -0.2 0.348
H 3.586 -2.964 0.171 -0.3 -0.4 -0.2 0.514
H 1.118 -2.240 -3.427 -1.1 0.3 0.4 0.417
H 4.230 4.467 1.630 -0.1 -0.1 0.3 0.500
H 1.717 -0.647 -0.214 -0.3 0.8 0.0 -0.092
H -1.382 -2.368 2.570 -0.4 0.0 0.0 0.293
H -2.547 -0.282 -6.071 -0.2 0.1 -0.6 0.506
H 0.697 -2.307 3.268 0.2 -0.2 -0.2 0.340
H -2.057 -4.107 -1.054 0.1 0.2 -0.1 0.442
H -3.152 -0.437 -1.009 0.1 -0.2 0.1 0.148
H -2.298 -2.803 -6.073 0.7 0.7 0.7 0.465
H 2.834 -1.904 -1.031 0.0 -0.2 0.3 0.430
H -3.566 1.251 0.063 0.0 0.1 0.4 0.286
H 3.818 -1.815 2.328 -0.1 0.1 -0.1 0.708
H -4.004 -1.394 0.226 0.4 -0.1 -0.4 0.448
H -0.326 -3.735 -4.775 -0.2 1.1 0.0 0.426
H -0.637 4.119 -1.423 -0.3 -0.1 0.1 0.429
H -0.582 -0.380 3.026 -0.3 0.3 0.2 0.271
H 3.682 -0.293 1.385 0.0 -0.2 0.2 0.360
H -3.655 0.362 1.625 0.0 0.2 -0.3 0.419
H -1.584 -4.414 0.602 0.0 0.2 0.0 0.478
H 2.070 2.202 4.684 0.2 0.2 -0.4 0.503
H -1.080 1.111 -4.789 -0.3 -0.5 0.5 0.602
H 2.073 -3.369 2.874 -0.2 0.0 -0.1 0.559
H -0.009 2.783 -3.138 0.1 0.9 -0.9 0.601
H -0.805 1.353 3.477 -0.2 -0.3 0.2 0.672
H 3.619 4.028 4.075 0.1 0.1 -0.4 0.456
H -3.005 -1.667 2.237 0.4 0.0 -0.1 0.397
H -1.789 3.395 1.600 0.3 -0.1 -0.1 0.618
H 3.649 3.414 -1.015 -0.2 -0.1 -0.1 0.286
H -0.628 3.193 0.269 0.0 0.0 0.2 -0.420
H -1.686 2.737 -3.963 -0.1 -0.2 0.7 0.240

---

[3]
75
Properties=species:S:1:pos:R:3:forces:R:3:mulliken_charge:R:1 method="wB97M-V/def2-TZVPD" lumo_ev=-10.06 orbital_gap_ev=5.3 multiplicity=1 total_charge=+3 homo_energy_ev=-15.37
La 0.842 0.459 -0.629 0.3 -0.1 -0.7 1.169
S 3.352 -3.763 -0.031 -1.0 0.2 -0.9 -0.114
P -1.608 -0.789 0.555 -1.2 -1.1 0.5 0.377
P -0.317 0.226 -3.368 -0.7 0.5 -1.8 0.808
P -1.157 2.381 0.392 -0.4 1.8 0.3 0.863
O 2.672 3.306 -1.196 -0.7 -1.4 -0.4 -0.199
N 1.682 -1.950 -0.949 0.8 -0.3 -0.1 0.443
N 3.764 -1.067 -0.167 -0.6 -0.3 -0.4 -0.264
C 1.846 -4.296 -0.823 0.0 -0.2 -0.1 0.449
C -1.606 1.349 -4.049 -0.3 0.3 0.4 -1.290
C 3.641 6.836 -0.948 0.1 -0.2 -0.4 -0.574
C 3.812 4.741 -2.806 0.0 -0.1 0.8 -0.401
C 1.197 1.013 -4.081 0.4 0.0 0.2 -1.482
C -0.511 -1.179 -4.525 0.3 -0.5 0.3 -1.379
C 0.176 -5.821 -1.650 0.5 0.1 -0.1 -0.768
C -0.161 -3.411 -1.885 0.4 -0.5 -0.1 -0.244
C 1.171 -0.014 2.125 1.7 0.5 0.9 -0.565
C 2.102 0.937 1.794 -0.7 -1.0 1.4 -0.895
C 3.116 4.569 -1.594 0.6 1.5 -0.6 0.976
C -0.204 3.771 -0.352 0.1 -0.1 -0.1 -1.167
C 4.522 6.935 -2.034 0.0 -0.4 -0.1 -0.582
C 2.915 5.650 -0.727 0.3 0.0 -0.3 -0.391
C -2.439 -0.175 2.079 0.3 0.4 0.0 -1.148
C -3.083 -0.841 -0.540 0.3 0.2 -0.3 -1.226
C 1.431 -5.607 -1.056 -0.4 -0.2 0.2 -0.319
C -1.559 -2.542 1.069 0.2 -0.3 -0.1 -1.098
C 4.578 5.900 -2.981 -0.3 0.1 0.1 -0.625
C -2.821 2.953 -0.138 -0.2 -0.3 -0.2 -1.281
C -0.599 -4.732 -2.080 0.1 0.5 0.3 -0.848
C -1.052 2.958 2.140 0.1 -0.2 0.1 -1.352
C 2.896 -2.146 -0.427 -0.4 0.1 -0.1 0.120
C 1.077 -3.209 -1.258 0.2 0.4 0.4 -0.367
H 5.240 5.975 -3.852 -0.4 0.1 0.3 0.382
H 0.864 3.767 -0.081 -0.5 0.1 0.0 -0.012
H 3.778 3.957 -3.572 0.3 0.1 0.3 0.297
H -2.884 -1.483 -1.407 -0.1 0.1 0.1 0.321
H -2.579 -2.816 1.377 0.4 0.0 0.0 0.544
H -0.702 4.671 0.034 0.4 -0.1 -0.3 0.584
H -1.899 2.617 2.749 0.3 0.1 -0.2 0.475
H -3.635 2.518 0.453 0.2 0.0 -0.1 0.429
H -2.810 0.852 1.977 0.0 -0.3 0.0 0.269
H 2.193 5.585 0.090 0.5 -0.1 -0.1 0.300
H 3.547 7.692 -0.273 -0.1 -0.4 -0.2 0.389
H -3.920 -1.251 0.039 0.2 0.1 -0.2 0.511
H -0.879 -2.662 1.923 -0.2 0.0 -0.1 0.403
H -1.039 4.057 2.121 0.0 -0.3 0.1 0.471
H -1.558 1.432 -5.147 0.2 -0.2 0.4 0.469
H -2.602 0.964 -3.785 0.3 0.2 0.0 0.387
H 0.363 0.138 2.845 0.1 0.4 -0.5 0.377
H 4.620 -1.378 0.291 -0.1 0.3 0.0 0.324
H -0.743 -2.551 -2.234 0.1 -0.4 0.2 0.412
H -1.574 -4.907 -2.542 0.4 0.0 0.1 0.471
H 2.043 0.315 -4.010 -0.1 0.1 -0.1 0.446
H 4.000 -0.514 -0.995 0.1 -0.5 0.2 0.204
H 2.078 -6.436 -0.764 -0.3 0.1 -0.1 0.434
H -2.867 4.048 -0.053 0.0 -0.3 0.1 0.486
H 2.706 2.717 -1.971 0.4 0.7 0.1 0.051
H -3.290 -0.839 2.278 0.2 0.2 0.0 0.558
H 3.060 0.640 1.336 -0.6 0.1 -0.1 0.562
H -2.971 2.679 -1.191 0.0 0.1 0.2 0.314
H -1.543 -1.562 -4.485 0.4 0.1 0.0 0.436
H -3.344 0.163 -0.891 0.0 -0.2 0.0 0.236
H 5.171 7.810 -2.155 -0.4 -0.3 0.1 0.401
H 0.186 -1.983 -4.243 -0.3 0.2 -0.3 0.370
H -0.273 3.775 -1.450 0.0 0.1 0.2 0.396
H 1.326 -1.088 1.903 0.1 0.6 -0.1 0.400
H -0.283 -0.845 -5.549 -0.1 0.0 0.4 0.538
H -1.741 -0.219 2.920 -0.3 0.0 0.0 0.310
H -0.180 -6.843 -1.829 0.2 0.5 0.1 0.436
H -0.119 2.596 2.598 -0.3 0.2 0.0 0.263
H 1.486 1.976 -3.620 -0.2 -0.2 -0.1 0.377
H -1.492 2.360 -3.625 -0.1 -0.3 -0.1 0.343
H 1.023 1.225 -5.147 0.1 -0.1 0.3 0.455
H -1.228 -3.207 0.262 -0.1 0.2 0.3 0.217
H 2.030 1.986 2.111 -0.1 -0.4 0.0 0.343